Record 1
Molecular formula: CH3BBr2
Method: DFT, ωB97M-V with the def2-TZVPD basis set

As for the molecular weight: 185.66 g/mol. The value obtained for the orbital gap is 9.89 eV. For the lowest unoccupied orbital energy, the calculation gives -0.053 eV. The largest force on an atom is 0.093 Eh/bohr. The calculation puts the HOMO energy at -9.9 eV. For the energy above the lowest of the compared OMol25 structures with the same formula, charge and spin, the calculation gives 23.1 kcal per mole. Its structure (SMILES) is BrBCBr. The total energy is -141846.053 eV.

The geometry in ORCA input format:
```
! RIJCOSX wB97M-V def2-TZVPD def2/J DEFGRID3
* xyz 0 1
B -0.36 0.67 0.70
C 0.33 -0.26 -0.40
Br 0.65 1.74 1.64
Br -0.78 -1.92 -0.60
H 0.19 0.10 -1.64
H -1.41 0.34 0.54
H 1.37 -0.66 -0.24
*
```

=====

Record 2
Molecular formula: CH3BBr2O2
Method: DFT, ωB97M-V with the def2-TZVPD basis set

As for the molecular weight: 217.65 g/mol. The value obtained for the orbital gap is 7.12 eV. For the lowest unoccupied orbital energy, the calculation gives -2.133 eV. The largest force on an atom is 0.033 Eh/bohr. The calculation puts the HOMO energy at -9.3 eV. For the energy above the lowest of the compared OMol25 structures with the same formula, charge and spin, the calculation gives 80.5 kcal per mole. The total energy is -145941.067 eV.

The geometry in ORCA input format:
```
! RIJCOSX wB97M-V def2-TZVPD def2/J DEFGRID3
* xyz 0 1
B -0.40 0.02 -0.23
C 1.34 0.03 0.12
O -0.95 -1.23 0.12
O -0.91 1.22 0.32
Br 2.35 1.53 -0.16
Br 2.25 -1.57 0.00
H -0.44 0.03 -1.49
H -1.37 -1.26 0.98
H -1.87 1.24 0.33
*
```

=====

Record 3
Molecular formula: CH3BCl2O2
Method: DFT, ωB97M-V with the def2-TZVPD basis set

As for the molecular weight: 128.75 g/mol. The value obtained for the orbital gap (spin up / spin down) is 7.36 / 7.36 eV. For the lowest unoccupied orbital energy (spin up / spin down), the calculation gives -1.319 / -1.318 eV. The largest force on an atom is 0.071 Eh/bohr. The calculation puts the HOMO energy (spin up / spin down) at -8.7 / -8.7 eV. For the energy above the lowest of the compared OMol25 structures with the same formula, charge and spin, the calculation gives 134.1 kcal per mole. The total energy is -30898.900 eV.

The geometry in ORCA input format:
```
! RIJCOSX wB97M-V def2-TZVPD def2/J DEFGRID3
* xyz 0 1
B 0.84 -0.11 0.40
C 2.13 0.34 -0.43
O 0.32 -0.73 1.36
O -1.70 -0.31 -0.80
Cl 3.07 1.68 0.50
Cl 3.14 -1.19 -0.57
H 1.96 0.90 -1.31
H -0.52 -1.14 1.04
H -1.35 -0.90 -1.42
*
```

=====

Record 4
Molecular formula: CH3BF2O2
Method: DFT, ωB97M-V with the def2-TZVPD basis set

As for the molecular weight: 95.84 g/mol. The value obtained for the orbital gap is 10.74 eV. For the lowest unoccupied orbital energy, the calculation gives 0.045 eV. The largest force on an atom is 0.092 Eh/bohr. The calculation puts the HOMO energy at -10.7 eV. For the energy above the lowest of the compared OMol25 structures with the same formula, charge and spin, the calculation gives 14.9 kcal per mole. Its structure (SMILES) is OB(O)C(F)F. The total energy is -11293.896 eV.

The geometry in ORCA input format:
```
! RIJCOSX wB97M-V def2-TZVPD def2/J DEFGRID3
* xyz 0 1
B -0.25 0.26 0.22
C 1.00 -0.81 -0.29
O -0.35 1.48 -0.37
O -1.24 -0.19 0.99
F 2.07 -0.15 -0.86
F 1.50 -1.50 0.69
H 0.42 -1.43 -1.15
H -1.12 1.95 -0.25
H -2.04 0.38 1.04
*
```

=====

Record 5
Molecular formula: CH3Br2OP
Method: DFT, ωB97M-V with the def2-TZVPD basis set

As for the molecular weight: 221.82 g/mol. The value obtained for the orbital gap is 10.42 eV. For the lowest unoccupied orbital energy, the calculation gives -0.292 eV. The largest force on an atom is 0.129 Eh/bohr. The calculation puts the HOMO energy at -10.7 eV. For the energy above the lowest of the compared OMol25 structures with the same formula, charge and spin, the calculation gives 18.5 kcal per mole. Its structure (SMILES) is CP(=O)(Br)Br. The total energy is -152508.047 eV.

The geometry in ORCA input format:
```
! RIJCOSX wB97M-V def2-TZVPD def2/J DEFGRID3
* xyz 0 1
C -1.08 0.58 0.00
O 1.28 -0.71 1.57
P 0.83 -0.35 0.23
Br 2.34 0.92 -0.66
Br 0.64 -2.09 -1.10
H -1.52 -0.44 0.15
H -1.23 1.16 0.81
H -1.26 0.93 -1.01
*
```

=====

Record 6
Molecular formula: CH3Br2P
Method: DFT, ωB97M-V with the def2-TZVPD basis set

As for the molecular weight: 205.82 g/mol. The value obtained for the orbital gap (spin up / spin down) is 7.35 / 7.35 eV. For the lowest unoccupied orbital energy (spin up / spin down), the calculation gives -2.015 / -2.015 eV. The largest force on an atom is 0.052 Eh/bohr. The calculation puts the HOMO energy (spin up / spin down) at -9.4 / -9.4 eV. For the energy above the lowest of the compared OMol25 structures with the same formula, charge and spin, the calculation gives 93.2 kcal per mole. The total energy is -150456.679 eV.

The geometry in ORCA input format:
```
! RIJCOSX wB97M-V def2-TZVPD def2/J DEFGRID3
* xyz 0 1
C 0.43 -0.25 -0.52
P -1.22 -0.54 0.18
Br 1.71 -1.43 0.01
Br 1.52 2.17 0.02
H 0.27 0.01 -1.52
H -2.01 0.71 0.38
H -0.70 -0.67 1.44
*
```

=====

Record 7
Molecular formula: CH3Br2P
Method: DFT, ωB97M-V with the def2-TZVPD basis set

As for the molecular weight: 205.82 g/mol. The value obtained for the orbital gap is 8.45 eV. For the lowest unoccupied orbital energy, the calculation gives -0.588 eV. The largest force on an atom is 0.032 Eh/bohr. The calculation puts the HOMO energy at -9.0 eV. For the energy above the lowest of the compared OMol25 structures with the same formula, charge and spin, the calculation gives 53.6 kcal per mole. Its structure (SMILES) is C=[PH](Br)Br. The total energy is -150458.398 eV.

The geometry in ORCA input format:
```
! RIJCOSX wB97M-V def2-TZVPD def2/J DEFGRID3
* xyz 0 1
C 0.19 -0.25 -0.41
P -1.32 -0.04 0.27
Br -3.18 1.38 -0.05
Br -2.25 -1.98 -0.01
H 0.99 0.46 -0.25
H 0.13 -0.26 -1.51
H -1.35 0.01 1.71
*
```

=====

Record 8
Molecular formula: CH3BrHfNO2
Method: DFT, ωB97M-V with the def2-TZVPD basis set

As for the molecular weight: 319.43 g/mol. The value obtained for the orbital gap is 2.83 eV. For the lowest unoccupied orbital energy, the calculation gives -18.877 eV. The largest force on an atom is 0.079 Eh/bohr. The calculation puts the HOMO energy at -21.7 eV. For the energy above the lowest of the compared OMol25 structures with the same formula, charge and spin, the calculation gives 0.0 kcal per mole. The total energy is -77972.426 eV.

The geometry in ORCA input format:
```
! RIJCOSX wB97M-V def2-TZVPD def2/J DEFGRID3
* xyz 3 1
Hf 3.82 -0.37 2.73
Br 1.49 -1.60 1.95
C -0.70 0.74 -0.21
N -0.89 -0.40 -1.22
O -1.53 -0.11 -2.16
O -0.16 -1.37 -1.04
H -1.65 1.28 -0.15
H 0.04 1.37 -0.70
H -0.42 0.45 0.80
*
```

=====

Record 9
Molecular formula: CH3BrI2Si
Method: DFT, ωB97M-V with the def2-TZVPD basis set

As for the molecular weight: 376.83 g/mol. The value obtained for the orbital gap (spin up / spin down) is 8.65 / 4.13 eV. For the lowest unoccupied orbital energy (spin up / spin down), the calculation gives -1.119 / -3.376 eV. The largest force on an atom is 0.034 Eh/bohr. The calculation puts the HOMO energy (spin up / spin down) at -9.8 / -7.5 eV. For the energy above the lowest of the compared OMol25 structures with the same formula, charge and spin, the calculation gives 116.9 kcal per mole. The total energy is -95205.146 eV.

The geometry in ORCA input format:
```
! RIJCOSX wB97M-V def2-TZVPD def2/J DEFGRID3
* xyz 0 1
C 0.16 0.46 -0.04
Si -1.69 0.21 -0.34
Br 0.67 -0.90 1.38
I -2.77 -1.98 -0.13
I 5.20 -0.31 -0.22
H 0.49 1.49 0.07
H 0.76 0.11 -0.87
H -2.81 0.92 0.16
*
```

=====

Record 10
Molecular formula: CH3BrI2Si
Method: DFT, ωB97M-V with the def2-TZVPD basis set

As for the molecular weight: 376.83 g/mol. The value obtained for the orbital gap (spin up / spin down) is 5.77 / 5.16 eV. For the lowest unoccupied orbital energy (spin up / spin down), the calculation gives 0.386 / -4.572 eV. The largest force on an atom is 0.081 Eh/bohr. The calculation puts the HOMO energy (spin up / spin down) at -5.4 / -9.7 eV. For the energy above the lowest of the compared OMol25 structures with the same formula, charge and spin, the calculation gives 27.0 kcal per mole. The total energy is -95205.457 eV.

The geometry in ORCA input format:
```
! RIJCOSX wB97M-V def2-TZVPD def2/J DEFGRID3
* xyz 0 3
C 0.24 0.18 -0.04
Si 2.35 0.00 0.30
Br 2.94 -0.04 2.45
I 3.38 -2.03 -0.71
I 3.38 1.98 -0.71
H 0.11 0.86 0.77
H -0.10 0.67 -0.88
H -0.46 -0.68 0.26
*
```

=====

Number 1 is which compound? CH3BBr2